Run A
Density functional theory data (wB97M-V/def2-TZVPD) for a cluster of 2 separate species, C2H2OS in total.

Geometry as XYZ:
```
6
Properties=species:S:1:pos:R:3:mulliken_charge:R:1
C 1.375 0.491 0.196 -0.44
C 1.077 0.985 -0.840 0.16
O -1.547 0.042 -0.237 -0.37
S -1.207 -1.446 -0.713 0.02
H 1.934 -0.168 0.894 0.29
H -1.632 0.097 0.700 0.35
```

Charge: 0
Highest occupied orbital energy (alpha / beta): -8.94 / -9.31 eV
E_LUMO (alpha / beta): -0.0499 / -0.1073 Ha
2S+1: 1


Run B
Density functional theory data (wB97M-V/def2-TZVPD) for a cluster of 2 separate species, C2H2OS in total.

Geometry as XYZ:
```
6
Properties=species:S:1:pos:R:3:mulliken_charge:R:1
C -0.079 -0.400 0.690 0.51
C 0.131 0.431 -0.430 -0.48
O 0.170 -1.359 1.331 -0.41
S -1.307 0.994 0.514 -0.13
H 1.060 0.937 -0.517 0.29
H 0.025 -0.603 -1.588 0.23
```

Charge: 0
Highest occupied orbital energy: -9.61 eV
E_LUMO: -0.0079 Ha
2S+1: 1


Run C
Density functional theory data (wB97M-V/def2-TZVPD) for the molecule C2H2OS.

Geometry as XYZ:
```
6
Properties=species:S:1:pos:R:3:mulliken_charge:R:1
S -3.279 0.297 -0.005 -0.32
C -1.758 -0.276 0.006 0.24
C -0.322 -0.156 0.025 -0.04
O -1.112 -1.401 -0.014 -0.30
H 0.048 -0.040 -0.993 0.21
H 0.316 0.056 0.974 0.22
```

Charge: 0
Highest occupied orbital energy: -9.11 eV
SMILES: S=C1CO1
E_LUMO: 0.0131 Ha
2S+1: 1


Stability summary - winner: run C; margin: 86.3 kJ/mol.


Run A
Density functional theory data (wB97M-V/def2-TZVPD) for a cluster of 2 separate species, C6H9N3 in total.

Geometry as XYZ:
```
18
Properties=species:S:1:pos:R:3:mulliken_charge:R:1
C -0.938 0.636 -2.756 -0.12
N 0.200 0.507 -3.471 -0.54
C 1.138 0.792 -2.604 -0.01
N 0.585 1.086 -1.412 0.24
N -0.744 0.985 -1.509 -0.57
H -1.910 0.472 -3.173 0.41
H 2.190 0.802 -2.801 0.40
H 1.014 1.321 -0.530 0.19
C -0.174 0.667 2.489 -1.09
C -0.024 -0.600 1.768 0.35
C 0.635 -1.382 0.967 -0.30
C -0.651 -1.939 1.510 -0.66
H -0.479 0.479 3.518 0.35
H -0.944 1.279 2.016 0.29
H 0.765 1.221 2.492 0.27
H 1.474 -1.609 0.359 0.38
H -1.516 -2.012 0.858 0.19
H -0.622 -2.704 2.279 0.22
```

Charge: 0
Highest occupied orbital energy: -9.10 eV
SMILES: c1nc[nH]n1.CC1=CC1
E_LUMO: 0.0291 Ha
2S+1: 1


Run B
Density functional theory data (wB97M-V/def2-TZVPD) for a structure of composition C6H9N3.

Geometry as XYZ:
```
18
Properties=species:S:1:pos:R:3:mulliken_charge:R:1
C 0.082 -0.113 -0.102 0.38
C 1.274 0.516 -0.089 0.18
C -0.943 1.582 0.329 0.27
C -0.949 -0.870 -0.617 -0.60
C -2.351 -0.036 -0.659 -0.34
C 2.602 -0.078 -0.333 -1.48
N -0.061 2.395 0.610 -0.85
N 1.238 1.864 0.313 0.15
N -2.224 1.179 0.089 -0.28
H -0.669 -1.289 -1.692 0.21
H -1.066 -1.825 -0.063 0.26
H -2.407 0.216 -1.758 0.24
H -3.200 -0.811 -0.235 0.25
H 2.453 -0.807 -1.059 0.37
H 3.382 0.510 -0.669 0.45
H 2.990 -0.693 0.471 0.30
H 1.966 2.329 0.674 0.20
H -2.881 1.844 -0.349 0.30
```

Charge: 0
Highest occupied orbital energy: -7.43 eV
E_LUMO: 0.0354 Ha
2S+1: 1


Stability summary - winner: run A; margin: 202.6 kJ/mol.


Run A
Density functional theory data (wB97M-V/def2-TZVPD) for the molecule C6H9N3.

Geometry as XYZ:
```
18
Properties=species:S:1:pos:R:3:mulliken_charge:R:1
C 0.652 -2.090 0.255 -1.09
C -0.459 -1.356 0.492 0.74
C -1.480 -1.712 1.568 -0.97
N -0.790 -0.233 -0.202 -0.47
C 0.068 0.618 -0.543 0.18
C -0.251 1.803 -1.445 -0.29
C 0.845 2.713 -0.912 -0.19
N 1.756 2.127 -0.205 -0.92
N 1.340 0.879 -0.105 0.50
H 0.879 -3.021 0.877 0.24
H 1.310 -1.719 -0.528 0.37
H -1.339 -1.049 2.570 0.21
H -1.297 -2.795 1.888 0.30
H -2.473 -1.545 1.120 0.29
H -1.387 2.098 -1.406 0.25
H -0.173 1.386 -2.497 0.23
H 0.997 3.740 -1.314 0.38
H 1.799 0.155 0.387 0.24
```

Charge: 0
Highest occupied orbital energy: -8.30 eV
SMILES: C=C(C)/N=C1/CC=NN1
E_LUMO: 0.0276 Ha
2S+1: 1


Run B
Density functional theory data (wB97M-V/def2-TZVPD) for the molecule C6H9N3.

Geometry as XYZ:
```
18
Properties=species:S:1:pos:R:3:mulliken_charge:R:1
C -1.754 -0.521 1.728 -0.96
N -0.399 -0.201 1.201 0.06
C 0.666 0.361 1.960 -0.51
C 1.816 0.252 1.103 -0.65
C 1.275 0.477 -0.318 -0.64
C -0.126 -0.195 -0.113 0.65
N -0.917 -0.418 -1.137 -0.68
C -0.484 -0.011 -2.318 0.40
N -0.235 0.151 -3.417 -0.52
H -2.066 0.478 2.117 0.34
H -1.838 -1.434 2.428 0.25
H -2.303 -0.657 0.812 0.36
H 0.359 1.391 2.064 0.31
H 0.745 -0.192 2.977 0.30
H 2.766 0.845 1.403 0.32
H 2.051 -0.831 1.064 0.26
H 1.010 1.565 -0.465 0.30
H 1.779 -0.066 -1.188 0.41
```

Charge: 0
Highest occupied orbital energy: -8.97 eV
SMILES: CN1CCC/C1=N\C#N
E_LUMO: 0.0201 Ha
2S+1: 1


Stability summary - winner: run B; margin: 118.6 kJ/mol.


Run A
Density functional theory data (wB97M-V/def2-TZVPD) for the molecule C3H6ClFO.

Geometry as XYZ:
```
12
Properties=species:S:1:pos:R:3:mulliken_charge:R:1
C -1.688 -0.465 -0.495 -0.82
O -0.274 -0.476 -0.551 -0.28
C 0.253 0.244 0.530 -0.54
C 1.705 0.461 0.153 0.12
F 1.779 1.387 -0.857 -0.24
Cl 2.337 -1.152 -0.344 -0.18
H -2.165 0.484 -0.358 0.33
H -1.974 -1.203 0.249 0.33
H -2.022 -0.845 -1.431 0.26
H 0.084 -0.368 1.415 0.33
H -0.304 1.169 0.691 0.35
H 2.268 0.766 0.997 0.33
```

Charge: 0
Highest occupied orbital energy: -10.20 eV
SMILES: COC[C@H](F)Cl
E_LUMO: 0.0338 Ha
2S+1: 1


Run B
Density functional theory data (wB97M-V/def2-TZVPD) for the molecule C3H6ClFO.

Geometry as XYZ:
```
12
Properties=species:S:1:pos:R:3:mulliken_charge:R:1
O 0.924 -1.523 -0.805 -0.49
C 1.251 -0.299 -0.105 -0.42
C 0.126 0.332 0.676 -0.46
C -1.286 0.461 0.063 -0.02
F -1.193 1.058 -1.222 -0.26
Cl -2.141 -1.144 -0.089 -0.16
H 0.124 -1.340 -1.310 0.30
H 2.056 -0.454 0.620 0.32
H 1.548 0.472 -0.848 0.27
H 0.125 -0.093 1.666 0.35
H 0.411 1.401 0.706 0.25
H -1.945 1.129 0.649 0.32
```

Charge: 0
Highest occupied orbital energy: -10.39 eV
SMILES: OCC[C@@H](F)Cl
E_LUMO: 0.0285 Ha
2S+1: 1


Stability summary - winner: run B; margin: 43.7 kJ/mol.


Run A
Density functional theory data (wB97M-V/def2-TZVPD) for the molecule C4H10N2S.

Geometry as XYZ:
```
17
Properties=species:S:1:pos:R:3:mulliken_charge:R:1
H -0.798 1.709 1.917 0.29
N 0.065 1.355 1.656 -0.62
C 0.282 1.043 0.509 0.29
N 1.245 0.067 0.184 -0.13
C 2.235 -0.058 1.061 -1.11
S -0.783 1.493 -1.055 -0.17
C -1.107 -0.305 -1.625 -0.73
C -2.048 -0.957 -0.550 -0.61
H 1.762 0.306 -0.608 0.22
H 2.803 0.699 1.406 0.41
H 1.699 -0.336 1.981 0.30
H 2.890 -0.814 0.760 0.38
H -0.039 -0.636 -1.953 0.30
H -1.721 -0.302 -2.427 0.48
H -1.408 -0.914 0.516 0.24
H -1.962 -1.998 -0.988 0.22
H -3.114 -0.350 -0.784 0.24
```

Charge: 0
Highest occupied orbital energy: -8.88 eV
SMILES: [H]/N=C(/NC)SCC
E_LUMO: 0.0305 Ha
2S+1: 1


Run B
Density functional theory data (wB97M-V/def2-TZVPD) for a structure of composition C4H10N2S.

Geometry as XYZ:
```
17
Properties=species:S:1:pos:R:3:mulliken_charge:R:1
C 0.608 -3.014 -1.303 -0.76
C -0.697 -0.308 -1.052 0.02
C 0.988 2.084 0.170 -0.77
C -0.969 1.129 1.722 -0.69
H 1.377 -2.561 -0.701 0.29
H 1.235 -3.780 -2.027 0.29
H 0.009 -3.826 -0.355 0.24
H -1.870 0.230 -1.164 0.24
H 0.505 2.985 0.725 0.26
H 2.020 1.723 0.612 0.24
H 1.039 2.476 -0.798 0.35
H -2.297 1.145 1.412 0.18
H -0.508 0.098 2.229 0.31
H -0.787 2.206 2.309 0.26
N 0.023 -0.124 0.040 -0.43
N -0.273 1.167 0.344 0.07
S -0.403 -1.631 -2.163 -0.08
```

Charge: 0
Highest occupied orbital energy: -8.29 eV
E_LUMO: 0.0133 Ha
2S+1: 1


Stability summary - winner: run A; margin: 346.4 kJ/mol.


Run A
Density functional theory data (wB97M-V/def2-TZVPD) for a cluster of 2 separate species, C2H5PS in total.

Geometry as XYZ:
```
9
Properties=species:S:1:pos:R:3:mulliken_charge:R:1
C 1.622 0.454 0.323 -0.07
C -0.642 0.595 0.015 -0.76
P -0.739 -1.164 -0.193 0.00
S 2.194 -0.943 -0.029 -0.23
H 1.834 1.368 0.910 0.32
H -0.794 1.351 -0.869 0.28
H -0.648 0.937 1.036 0.41
H -0.886 -1.162 -1.500 0.01
H -1.940 -1.435 0.307 0.04
```

Charge: 0
Highest occupied orbital energy: -7.86 eV
E_LUMO: -0.0072 Ha
2S+1: 1


Run B
Density functional theory data (wB97M-V/def2-TZVPD) for the molecule C2H5PS.

Geometry as XYZ:
```
9
Properties=species:S:1:pos:R:3:mulliken_charge:R:1
P -0.605 1.596 0.452 -0.11
C -0.617 -0.128 -0.214 -0.20
C 0.611 -0.950 -0.326 -0.57
S 0.019 -0.362 -1.884 -0.12
H 0.745 1.894 0.350 0.03
H -0.744 1.443 2.036 0.06
H -1.548 -0.695 -0.009 0.35
H 1.607 -0.775 -0.179 0.30
H 0.530 -2.024 -0.228 0.26
```

Charge: 0
Highest occupied orbital energy: -8.97 eV
SMILES: P[C@@H]1CS1
E_LUMO: 0.0319 Ha
2S+1: 1


Stability summary - winner: run B; margin: 268.7 kJ/mol.


Run A
Density functional theory data (wB97M-V/def2-TZVPD) for a structure of composition C2H3BrF2O2.

Geometry as XYZ:
```
10
Properties=species:S:1:pos:R:3:mulliken_charge:R:1
C 0.931 0.671 -0.085 0.22
C -0.583 -0.672 -0.237 0.35
O 0.722 1.595 0.868 -0.46
O -0.116 -1.605 0.578 -0.38
F 0.823 1.196 -1.306 -0.26
F -0.767 -1.026 -1.524 -0.22
Br -2.129 0.267 0.463 -0.20
H 1.843 -0.047 -0.126 0.29
H -0.105 1.991 1.088 0.34
H -0.619 -2.370 0.283 0.32
```

Charge: 0
Highest occupied orbital energy: -9.34 eV
E_LUMO: 0.0200 Ha
2S+1: 1


Run B
Density functional theory data (wB97M-V/def2-TZVPD) for the molecule C2H3BrF2O2.

Geometry as XYZ:
```
10
Properties=species:S:1:pos:R:3:mulliken_charge:R:1
O 0.017 0.629 1.570 -0.49
C 0.188 -0.184 0.470 0.17
F 1.366 -0.856 0.641 -0.29
C 0.190 0.673 -0.814 0.49
O 0.161 0.037 -1.951 -0.44
F 1.388 1.383 -0.711 -0.24
Br -1.320 2.015 -0.770 -0.17
H -0.123 0.135 2.411 0.34
H -0.445 -1.131 0.450 0.24
H 0.408 0.687 -2.659 0.39
```

Charge: 0
Highest occupied orbital energy: -10.59 eV
SMILES: O[C@H](F)[C@](O)(F)Br
E_LUMO: 0.0220 Ha
2S+1: 1


Stability summary - winner: run B; margin: 145.7 kJ/mol.